1.
Density functional theory data (the ωB97M-V functional and the def2-TZVPD basis) for C5H11NO in the gas phase.

Geometry as ORCA input:
```
! wB97M-V def2-TZVPD RIJCOSX def2/J DEFGRID3
* xyz 0 1
C -2.183 2.225 -0.307
C -1.460 1.180 -0.686
C -0.769 0.233 0.315
C 0.446 -0.334 -0.416
N 0.310 -1.459 -1.278
C 1.718 -0.482 0.422
O 1.490 -1.012 1.749
H -2.949 2.700 -0.893
H -2.123 2.494 0.734
H -1.459 0.876 -1.730
H -1.491 -0.554 0.508
H -0.697 0.769 1.245
H 0.908 0.504 -1.037
H 0.279 -2.385 -0.892
H -0.099 -1.347 -2.186
H 2.422 -1.096 -0.157
H 2.320 0.419 0.666
H 2.308 -0.868 2.246
*
```

Calculated values
* SMILES: C=CC[C@H](N)CO
* frontier orbital gap: 9.906 eV

2.
Density functional theory data (the ωB97M-V functional and the def2-TZVPD basis) for C5H11NO in the gas phase.

Geometry as ORCA input:
```
! wB97M-V def2-TZVPD RIJCOSX def2/J DEFGRID3
* xyz 0 1
C -2.130 0.220 -1.023
C -1.504 -0.310 0.278
N -0.017 -0.100 0.379
C 0.525 0.119 1.715
C 0.795 -0.145 -0.726
C 2.302 0.033 -0.602
O 0.375 -0.334 -1.862
H -2.668 1.165 -0.905
H -2.789 -0.515 -1.499
H -1.290 0.330 -1.711
H -1.710 -1.384 0.390
H -1.940 0.185 1.156
H 0.161 -0.640 2.420
H 1.617 0.063 1.722
H 0.244 1.106 2.103
H 2.671 -0.143 -1.614
H 2.766 -0.692 0.073
H 2.594 1.043 -0.296
*
```

Calculated values
* SMILES: CCN(C)C(C)=O
* frontier orbital gap: 10.078 eV

3.
Density functional theory data (the ωB97M-V functional and the def2-TZVPD basis) for 2 unconnected molecules or ions with the total composition C5H11NO.

Geometry as ORCA input:
```
! wB97M-V def2-TZVPD RIJCOSX def2/J DEFGRID3
* xyz 0 1
C 1.529 1.655 0.428
C 1.210 0.485 0.402
N 1.211 -0.893 0.348
C 2.101 -1.589 -0.569
H 1.521 2.710 0.434
H 0.868 -1.384 1.171
H 2.474 -0.919 -1.345
H 1.595 -2.392 -1.115
H 2.954 -2.019 -0.045
C -2.108 1.109 -0.570
C -1.521 -0.116 0.107
O -1.521 0.000 1.526
H -2.186 0.964 -1.648
H -1.505 1.997 -0.373
H -3.111 1.307 -0.187
H -2.159 -0.984 -0.101
H -0.398 -0.679 -0.213
H -0.956 0.750 1.750
*
```

Calculated values
* SMILES: C#CNC.CCO
* frontier orbital gap: 9.271 eV

4.
Density functional theory data (the ωB97M-V functional and the def2-TZVPD basis) for C5H11NO in the gas phase.

Geometry as ORCA input:
```
! wB97M-V def2-TZVPD RIJCOSX def2/J DEFGRID3
* xyz 0 1
O -2.386 -0.830 1.461
C -1.929 -0.269 0.127
C -0.425 -0.594 -0.122
C 0.105 0.199 -1.342
C 1.530 0.440 -0.914
C 1.483 0.734 0.637
N 0.407 -0.229 1.100
H -1.673 -0.382 2.062
H -2.709 -0.826 -0.600
H -2.069 0.834 0.183
H -0.407 -1.664 -0.195
H 0.208 -0.349 -2.271
H -0.461 1.074 -1.571
H 2.257 1.225 -1.218
H 1.983 -0.484 -0.948
H 1.149 1.765 0.964
H 2.425 0.512 1.135
H 0.511 -1.155 1.512
*
```

Calculated values
* SMILES: OC[C@H]1CCCN1
* frontier orbital gap: 9.944 eV

5.
Density functional theory data (the ωB97M-V functional and the def2-TZVPD basis) for C5H11NO in the gas phase.

Geometry as ORCA input:
```
! wB97M-V def2-TZVPD RIJCOSX def2/J DEFGRID3
* xyz 0 1
C -0.934 -1.466 -0.427
C -0.611 0.025 -0.427
C -1.559 0.796 0.499
N 0.804 0.310 -0.139
C 1.659 -0.564 0.638
C 1.312 1.456 -0.667
O 0.683 2.252 -1.339
H -0.931 -1.888 0.585
H -1.941 -1.604 -0.835
H -0.242 -2.043 -1.050
H -0.759 0.415 -1.438
H -1.188 1.807 0.680
H -2.544 0.884 0.026
H -1.695 0.287 1.462
H 1.283 -0.722 1.655
H 1.795 -1.540 0.157
H 2.644 -0.094 0.717
H 2.383 1.600 -0.425
*
```

Calculated values
* SMILES: CC(C)N(C)C=O
* frontier orbital gap: 10.159 eV

6.
Density functional theory data (the ωB97M-V functional and the def2-TZVPD basis) for 2 unconnected molecules or ions with the total composition C5H11NO.

Geometry as ORCA input:
```
! wB97M-V def2-TZVPD RIJCOSX def2/J DEFGRID3
* xyz 0 1
C 0.652 -1.007 2.840
C 1.244 -0.648 1.710
C 0.732 -0.870 0.345
C 1.502 -0.475 -0.683
N -0.646 -1.087 0.220
C -1.292 -1.566 -0.997
H -0.412 -1.195 2.957
H 1.169 -0.903 3.787
H 2.290 -0.306 1.701
H 1.121 -0.409 -1.720
H 2.446 -0.072 -0.355
H -1.097 -1.301 1.091
H -1.394 -2.645 -0.875
H -2.353 -1.227 -1.050
H -0.641 -1.273 -1.815
O -0.721 4.976 -2.404
H -1.338 5.041 -3.149
H -1.259 4.969 -1.603
*
```

Calculated values
* SMILES: C=CC(=C)NC.O
* frontier orbital gap: 8.701 eV

7.
Density functional theory data (the ωB97M-V functional and the def2-TZVPD basis) for C5H11NO in the gas phase.

Geometry as ORCA input:
```
! wB97M-V def2-TZVPD RIJCOSX def2/J DEFGRID3
* xyz 0 1
C -1.034 0.730 -1.603
C -1.153 0.015 -0.267
C -2.411 -0.891 -0.375
C 0.232 -0.750 -0.134
C 1.252 -0.030 0.678
N 1.510 1.329 0.719
O 2.116 -0.675 1.346
H -0.663 0.077 -2.447
H -1.965 1.206 -2.083
H -0.339 1.515 -1.625
H -1.396 0.632 0.554
H -2.446 -1.603 0.512
H -2.754 -1.275 -1.285
H -3.151 -0.060 -0.179
H 0.156 -1.653 0.298
H 0.674 -0.887 -1.165
H 2.314 1.639 1.209
H 0.752 2.058 0.609
*
```

Calculated values
* SMILES: CC(C)CC(N)=O
* frontier orbital gap: 10.269 eV

8.
Density functional theory data (the ωB97M-V functional and the def2-TZVPD basis) for 2 unconnected molecules or ions with the total composition C5H11NO.

Geometry as ORCA input:
```
! wB97M-V def2-TZVPD RIJCOSX def2/J DEFGRID3
* xyz 0 1
C -1.248 -1.567 -1.319
C 1.660 0.592 -1.097
N 1.086 0.450 0.090
C 1.426 -0.410 1.068
C -0.119 1.294 0.302
O -0.372 2.159 -0.487
C -0.976 0.991 1.502
H -0.976 -2.132 -2.214
H -1.391 -0.517 -1.592
H -2.177 -1.968 -0.907
H 1.191 1.230 -1.827
H 2.565 0.033 -1.293
H 2.294 -1.032 0.897
H 1.045 -0.258 2.063
H -0.448 -1.653 -0.576
H -1.872 1.606 1.421
H -0.449 1.250 2.426
H -1.238 -0.068 1.543
*
```

Calculated values
* frontier orbital gap (alpha / beta): 7.445 / 7.291 eV

Calculated relative energy (zero: lowest compared OMol25 entry of this formula, charge and spin) in order - 60.5, 21.3, 107.4, 56.1, 11.9, 60.0, 33.8, 75.2 kcal per mole